DFT (the ωB97M-V functional and the def2-TZVPD basis) results for a cluster of 9 separate species, C36H63N9 in total in a non-equilibrium geometry.

Results
- Highest occupied orbital energy: -0.413 hartree
- Multiplicity: 1
- HOMO-LUMO gap: 11.7 eV
- ΔE to the lowest compared entry with this formula, charge and spin: 520.0 kJ/mol

XYZ file:
```
108
Properties=species:S:1:pos:R:3:lowdin_charge:R:1
C 14.81 -12.06 -15.71 -0.09
C 15.43 -11.78 -14.31 -0.25
C 16.89 -12.14 -13.98 -0.20
C 17.77 -11.26 -14.74 -0.23
N 18.43 -10.49 -15.38 0.13
H 14.04 -11.41 -16.12 0.07
H 14.30 -13.02 -15.60 0.06
H 15.59 -12.28 -16.44 0.07
H 14.77 -12.23 -13.57 0.10
H 15.42 -10.71 -14.11 0.10
H 17.20 -13.11 -14.39 0.12
H 17.07 -12.12 -12.90 0.12
C 9.14 -14.87 -10.71 -0.09
C 8.01 -13.96 -11.28 -0.25
C 7.92 -13.98 -12.82 -0.21
C 6.72 -13.44 -13.37 -0.25
N 5.70 -12.98 -13.72 0.14
H 8.94 -15.91 -10.99 0.07
H 9.12 -14.78 -9.63 0.07
H 10.09 -14.46 -11.04 0.07
H 8.22 -12.92 -11.01 0.11
H 7.01 -14.18 -10.90 0.10
H 8.17 -14.95 -13.23 0.12
H 8.60 -13.15 -13.03 0.12
C 26.23 -14.20 -15.09 -0.10
C 27.75 -14.32 -15.61 -0.21
C 28.37 -15.51 -14.82 -0.17
C 29.54 -16.25 -15.52 -0.23
N 30.37 -16.81 -15.97 0.12
H 26.09 -13.95 -14.04 0.06
H 25.67 -15.09 -15.39 0.07
H 25.93 -13.26 -15.56 0.06
H 28.32 -13.39 -15.65 0.10
H 27.57 -14.62 -16.64 0.10
H 27.55 -16.19 -14.58 0.10
H 28.84 -15.36 -13.84 0.11
C 23.11 -20.82 -10.66 -0.11
C 22.57 -19.75 -11.67 -0.24
C 22.53 -18.34 -11.06 -0.18
C 23.75 -17.89 -10.26 -0.22
N 24.66 -17.58 -9.62 0.12
H 23.12 -21.89 -10.82 0.07
H 22.49 -20.72 -9.77 0.07
H 24.10 -20.49 -10.35 0.06
H 21.53 -20.05 -11.78 0.10
H 23.15 -19.86 -12.58 0.11
H 21.80 -18.22 -10.26 0.11
H 22.33 -17.58 -11.81 0.11
C 15.48 -6.73 -4.37 -0.10
C 16.23 -8.09 -4.44 -0.25
C 15.84 -8.96 -5.67 -0.19
C 16.30 -8.35 -6.90 -0.26
N 16.76 -7.87 -7.83 0.14
H 14.41 -6.75 -4.59 0.08
H 15.97 -6.02 -5.03 0.07
H 15.76 -6.40 -3.37 0.07
H 15.90 -8.67 -3.58 0.10
H 17.30 -7.96 -4.27 0.11
H 14.76 -9.15 -5.67 0.12
H 16.40 -9.90 -5.72 0.12
C 14.61 -7.22 -22.12 -0.10
C 16.06 -7.42 -22.74 -0.23
C 17.22 -7.04 -21.80 -0.22
C 18.51 -7.21 -22.37 -0.25
N 19.56 -7.37 -22.83 0.15
H 14.45 -7.83 -21.23 0.06
H 13.93 -7.62 -22.87 0.06
H 14.34 -6.21 -21.80 0.07
H 16.00 -6.73 -23.58 0.10
H 16.14 -8.44 -23.11 0.11
H 17.06 -7.51 -20.83 0.12
H 17.11 -5.99 -21.51 0.12
C 20.08 -3.09 -15.05 -0.12
C 20.80 -2.13 -16.03 -0.24
C 21.83 -1.36 -15.20 -0.21
C 22.49 -0.30 -16.02 -0.22
N 23.02 0.49 -16.71 0.12
H 19.84 -2.66 -14.08 0.08
H 20.61 -4.02 -14.89 0.07
H 19.15 -3.41 -15.53 0.07
H 19.96 -1.45 -16.20 0.10
H 21.13 -2.49 -17.00 0.12
H 22.61 -2.04 -14.86 0.12
H 21.41 -0.81 -14.36 0.12
C 7.05 -7.66 -19.74 -0.12
C 5.98 -7.76 -18.68 -0.29
C 6.25 -7.19 -17.30 -0.19
C 7.62 -7.41 -16.75 -0.20
N 8.73 -7.57 -16.34 0.12
H 7.95 -8.23 -19.50 0.08
H 7.31 -6.60 -19.73 0.08
H 6.70 -7.89 -20.74 0.08
H 5.75 -8.82 -18.65 0.11
H 5.06 -7.29 -19.05 0.11
H 5.50 -7.48 -16.56 0.12
H 6.20 -6.10 -17.37 0.11
C 22.53 -17.72 -1.82 -0.10
C 21.47 -17.04 -2.75 -0.26
C 22.06 -15.92 -3.59 -0.19
C 21.27 -15.50 -4.78 -0.23
N 20.64 -15.17 -5.67 0.13
H 22.03 -18.37 -1.11 0.07
H 23.00 -16.99 -1.15 0.06
H 23.36 -18.20 -2.35 0.07
H 20.62 -16.69 -2.15 0.10
H 20.96 -17.87 -3.24 0.11
H 22.94 -16.29 -4.12 0.12
H 22.29 -15.08 -2.93 0.12
```

DFT (the ωB97M-V functional and the def2-TZVPD basis) results for a structure of composition C25H26ClINO2P2Pt in a non-equilibrium geometry.

Results
- Highest occupied orbital energy: -0.376 hartree
- Charge: +1
- Multiplicity: 1
- HOMO-LUMO gap: 7.0 eV
- ΔE to the lowest compared entry with this formula, charge and spin: 0.0 kJ/mol

XYZ file:
```
59
Properties=species:S:1:pos:R:3:lowdin_charge:R:1
Pt 0.44 -0.90 0.42 1.02
Cl 3.77 -1.34 6.38 0.72
C 3.38 -1.32 4.69 -0.61
C 4.37 -1.23 3.76 -0.16
C 4.08 -1.19 2.38 -0.64
I 5.65 -1.17 1.03 0.98
C 2.78 -1.21 1.93 -0.43
O 2.42 -1.17 0.66 -0.30
C 1.75 -1.35 2.91 -0.14
N 0.47 -1.46 2.42 -0.05
C -0.53 -1.62 3.27 -0.10
C -0.34 -1.66 4.66 -0.02
C 0.92 -1.54 5.17 0.01
C 2.02 -1.40 4.29 -0.16
H 5.40 -1.19 4.09 0.10
H -1.51 -1.73 2.85 0.08
H -1.19 -1.79 5.30 0.12
H 1.10 -1.57 6.23 0.10
C 1.45 3.36 -1.66 -0.14
P 1.75 1.61 -1.43 0.59
C 1.45 0.80 -3.00 -0.15
C 3.48 1.40 -1.06 -0.18
O 0.84 1.08 -0.32 -0.48
H 2.00 3.73 -2.52 0.07
H 1.76 3.90 -0.77 0.07
H 0.38 3.51 -1.81 0.04
H 2.22 1.07 -3.72 0.07
H 0.47 1.09 -3.39 0.05
H 1.47 -0.28 -2.86 0.05
H 4.10 1.91 -1.81 0.07
H 3.72 0.34 -1.05 0.01
H 3.70 1.81 -0.07 0.07
C -3.06 -1.45 0.76 -0.22
P -1.73 -0.66 -0.18 0.83
C -2.21 1.07 -0.32 -0.36
C -2.56 1.76 0.84 -0.08
C -2.81 3.13 0.80 -0.06
C -2.71 3.81 -0.41 -0.06
C -2.36 3.13 -1.56 -0.08
C -2.10 1.77 -1.52 -0.11
C -1.86 -1.40 -1.83 -0.37
C -0.85 -2.25 -2.28 -0.11
C -0.93 -2.83 -3.54 -0.07
C -2.02 -2.56 -4.36 -0.06
C -3.03 -1.71 -3.92 -0.06
C -2.95 -1.14 -2.66 -0.09
H -4.01 -1.27 0.27 0.06
H -3.12 -1.06 1.77 0.03
H -2.87 -2.53 0.81 0.06
H -2.63 1.24 1.79 0.10
H -3.09 3.65 1.70 0.11
H -2.92 4.87 -0.44 0.11
H -2.28 3.67 -2.50 0.11
H -1.82 1.25 -2.43 0.10
H -0.01 -2.48 -1.64 0.08
H -0.14 -3.49 -3.88 0.11
H -2.08 -3.01 -5.34 0.11
H -3.88 -1.51 -4.56 0.11
H -3.74 -0.48 -2.33 0.11
```

DFT (the ωB97M-V functional and the def2-TZVPD basis) results for a structure of composition C31H24GaN3O3PS in a non-equilibrium geometry.

Results
- Highest occupied orbital energy: -0.131 hartree
- Charge: -1
- Multiplicity: 1
- HOMO-LUMO gap: 6.3 eV
- ΔE to the lowest compared entry with this formula, charge and spin: 0.0 kJ/mol

XYZ file:
```
64
Properties=species:S:1:pos:R:3:lowdin_charge:R:1
Ga -0.76 1.81 -0.31 0.08
O -0.82 5.78 0.31 0.02
C -0.91 4.66 -0.19 -0.48
N -0.12 3.60 0.03 0.00
C 0.96 3.75 0.98 -0.12
C 0.84 2.68 2.06 -0.20
C 1.53 2.69 3.27 -0.01
C 1.38 1.62 4.15 -0.06
C 0.51 0.59 3.82 -0.05
C -0.20 0.68 2.63 -0.13
N 0.00 1.67 1.77 0.06
C -1.98 4.42 -1.19 -0.20
C -3.08 5.30 -1.36 0.01
C -4.06 4.93 -2.25 -0.07
C -3.94 3.76 -2.99 -0.06
C -2.84 2.96 -2.76 -0.16
N -1.86 3.35 -1.95 0.06
H 0.88 4.76 1.41 0.13
H 1.92 3.64 0.48 0.11
H 2.19 3.53 3.48 0.11
H 1.96 1.58 5.06 0.10
H 0.41 -0.29 4.44 0.10
H -0.95 -0.04 2.32 0.08
H -3.08 6.25 -0.82 0.11
H -4.93 5.55 -2.38 0.10
H -4.66 3.50 -3.74 0.10
H -2.72 1.99 -3.22 0.10
O 3.00 1.85 -0.67 0.03
C 2.20 0.92 -0.76 -0.54
O 0.92 1.02 -0.95 -0.15
C 2.82 -0.48 -0.67 -0.10
C 4.19 -0.70 -0.95 -0.02
C 4.72 -1.98 -0.89 -0.10
C 3.91 -3.05 -0.58 -0.09
C 2.56 -2.87 -0.27 -0.10
C 2.03 -1.58 -0.29 -0.28
P 0.25 -1.36 0.02 1.06
C -0.21 -2.52 1.34 -0.39
C -1.57 -2.83 1.47 -0.11
C -2.00 -3.60 2.53 -0.09
C -1.09 -4.04 3.47 -0.12
C 0.25 -3.76 3.33 -0.11
C 0.71 -3.01 2.26 -0.11
C -0.42 -2.05 -1.49 -0.36
C -0.71 -3.42 -1.59 -0.09
C -1.08 -3.93 -2.82 -0.10
C -1.10 -3.14 -3.95 -0.11
C -0.75 -1.80 -3.88 -0.08
C -0.40 -1.27 -2.64 -0.09
H 4.82 0.14 -1.19 0.11
H 5.76 -2.16 -1.09 0.09
H 4.30 -4.06 -0.55 0.10
H 1.92 -3.72 -0.03 0.10
H -2.25 -2.43 0.73 0.08
H -3.05 -3.85 2.63 0.10
H -1.42 -4.64 4.32 0.09
H 0.98 -4.13 4.05 0.10
H 1.76 -2.80 2.14 0.10
H -0.65 -4.04 -0.71 0.10
H -1.36 -4.98 -2.90 0.10
H -1.35 -3.58 -4.89 0.09
H -0.71 -1.16 -4.74 0.10
H -0.07 -0.23 -2.59 0.09
S -2.58 0.51 -0.28 -0.02
```